83
Properties=species:S:1:pos:R:3:forces:R:3:lowdin_charge:R:1 method="wB97M-V/def2-TZVPD" relative_energy_kj_mol=162.81 largest_force_ev_per_a=2.20 orbital_gap_ev="6.1 / 6.1" charge=-1 e_lumo_ha="0.068 / 0.068"
Mo -0.26749 -0.37879 0.69828 0.7 2.1 -0.1 0.66
S -2.46233 0.14145 1.67265 -0.1 -0.4 -0.3 0.66
S -0.17036 2.74088 2.14533 0.1 0.3 -0.2 0.74
S -1.37114 -1.97625 -0.54455 -0.1 -0.2 0.0 0.60
P 1.85707 -1.48547 0.24842 0.0 0.0 0.2 0.79
P 1.13038 1.19818 -0.96812 -0.1 -0.2 0.1 0.69
Si -0.98335 1.04767 -2.34718 0.0 0.1 -0.3 0.57
O -0.68900 4.01497 1.63043 0.0 -0.2 0.1 -0.56
N -6.81629 -4.77454 -1.14460 0.0 -0.1 -0.1 0.15
N -8.19687 -2.08049 1.58599 -0.1 0.0 0.0 0.15
N -0.05417 1.59200 1.20390 -0.5 -0.9 0.4 -0.67
C -0.81193 -0.51797 -3.40410 0.0 0.0 0.0 -0.26
C 3.62916 2.14517 0.34340 0.1 0.0 0.0 -0.09
C 1.87990 -1.06446 5.89295 -0.1 -0.1 0.0 -0.05
C 1.00151 -1.53515 4.88076 0.0 0.0 0.1 -0.18
C -2.70441 1.29116 -1.64715 0.0 -0.1 0.2 -0.22
C -2.02144 2.23583 -4.68775 0.1 0.0 0.1 -0.12
C 3.14838 -0.19587 0.42659 -0.1 0.0 -0.1 -0.38
C 0.05333 -1.30337 2.59442 -0.1 -0.2 0.2 -0.31
C 1.06795 3.05372 -0.97250 -0.1 -0.1 0.1 -0.28
C -2.13286 3.02906 -5.81746 -0.1 0.0 0.0 -0.10
C 4.83756 1.91782 0.99385 0.0 -0.1 0.0 -0.09
C -0.01456 3.34982 -4.08079 0.0 0.0 0.0 -0.12
C 4.37285 -0.43022 1.03978 0.0 -0.1 0.0 -0.09
C 2.64518 0.68910 4.44754 0.0 0.0 0.1 -0.08
C -7.09916 -2.06717 1.24700 0.3 0.0 -0.1 -0.18
C -3.04962 -1.97776 0.02002 0.0 -0.1 -0.1 -0.63
C -0.58628 -3.14386 4.08213 0.0 0.0 0.0 -0.09
C 2.76652 1.09342 0.05415 0.0 -0.1 -0.1 -0.36
C -3.92451 -2.92287 -0.51164 0.2 0.0 -0.1 -0.07
C -3.50515 -1.04875 0.96942 0.0 0.1 0.1 -0.67
C 1.79611 0.26851 3.46686 -0.1 -0.1 0.0 -0.08
C -6.12133 -3.97916 -0.69081 0.2 0.3 0.2 -0.19
C 2.01879 0.83229 -2.55768 0.0 0.0 -0.1 -0.25
C -5.25056 -2.98032 -0.12573 -0.2 -0.2 -0.1 -0.20
C 0.92738 -0.84679 3.64301 0.2 0.2 -0.2 -0.19
C 0.22215 -2.69646 5.08320 0.0 0.0 0.0 -0.06
C 2.40074 -2.80097 1.40094 0.0 0.0 0.0 -0.24
C -0.96086 2.36934 -3.77920 0.1 0.0 0.1 -0.25
C -0.67088 -2.45271 2.85585 0.0 0.1 0.0 -0.17
C -5.71871 -2.04730 0.81738 -0.4 -0.1 0.1 -0.20
C 5.22008 0.62831 1.33131 0.0 0.1 0.0 -0.09
C -4.85982 -1.10680 1.34016 0.1 0.2 0.1 -0.06
C -1.17914 4.00006 -6.08352 0.0 0.0 0.0 -0.11
C -0.11850 4.15676 -5.20995 0.0 0.0 0.0 -0.10
C 2.68047 0.01871 5.69084 0.0 0.1 -0.1 -0.10
C 2.21269 -2.40149 -1.29989 -0.1 0.0 0.0 -0.24
H -3.33911 1.81235 -2.36210 -0.1 0.0 -0.1 0.02
H -2.66453 1.88086 -0.72855 0.0 0.0 0.0 0.01
H -0.27890 -1.31614 -2.89144 0.0 0.0 0.0 -0.04
H 3.27303 -2.64774 -1.37776 0.0 0.0 0.0 0.05
H -3.55344 -3.62818 -1.24471 0.0 0.0 0.0 0.11
H -2.96821 2.89060 -6.49319 0.0 0.0 0.0 0.10
H 5.47910 2.75589 1.23656 0.0 0.0 0.0 0.10
H 0.28142 -3.21588 6.03245 0.0 0.0 0.0 0.10
H 1.76343 1.59601 -3.29153 0.0 0.0 0.0 0.03
H 3.29322 1.53806 4.26918 0.0 0.0 0.0 0.10
H 1.78328 0.78002 2.51785 0.0 0.0 0.0 0.04
H -1.26478 4.62644 -6.96232 0.0 0.0 0.0 0.09
H 1.70673 -0.11706 -2.97922 0.0 0.0 0.0 0.00
H 6.16014 0.44967 1.83732 0.0 0.0 0.0 0.10
H 3.33147 -3.26745 1.07274 0.0 0.0 0.0 0.04
H 4.65553 -1.43446 1.33059 0.0 0.0 0.0 0.10
H 1.61405 -3.55735 1.41965 0.0 0.0 0.0 0.05
H -1.79312 -0.91740 -3.66835 0.0 0.0 0.0 0.03
H 0.08428 3.40308 -1.28304 0.0 0.0 0.0 0.04
H -2.78059 1.48306 -4.51090 0.0 0.0 0.0 0.10
H 3.37477 3.16051 0.07612 0.0 0.0 0.0 0.09
H -5.23418 -0.39453 2.06370 0.0 0.0 0.0 0.11
H 1.90659 -1.59758 6.83699 0.0 0.0 0.0 0.10
H 1.25183 3.47367 0.01071 0.1 -0.1 0.0 0.00
H -3.16967 0.33854 -1.39046 0.0 0.0 0.0 0.01
H -1.18803 -4.03395 4.22425 0.0 0.0 0.0 0.10
H -1.35018 -2.85094 2.11093 0.0 0.0 0.0 0.06
H 3.34607 0.36000 6.47373 0.0 0.0 0.0 0.09
H 2.51488 -2.40882 2.40952 0.0 0.0 0.0 0.04
H 1.90188 -1.84374 -2.17498 0.0 0.0 0.0 0.00
H 3.09899 0.82306 -2.41263 0.0 0.0 0.0 0.06
H 0.63533 4.91070 -5.40044 0.0 0.0 0.0 0.10
H -0.28856 -0.26843 -4.32840 0.0 0.0 0.0 0.03
H 1.63144 -3.32554 -1.27023 0.0 0.0 0.0 0.04
H 1.82915 3.42950 -1.65880 0.0 0.0 0.0 0.05
H 0.82919 3.51392 -3.42715 0.0 0.0 0.0 0.06